No. 1
# C51H51N6O5SbTi

C51H51N6O5SbTi as an isolated structure in a non-equilibrium geometry (ωB97M-V/def2-TZVPD, the Open Molecules 2025 dataset).

Each line ends with the Mulliken charge.
CARTESIAN COORDINATES (ANGSTROEM)
Ti (-0.46877, -0.74786, 0.01775)  1.0214
C (0.95120, 0.35704, 4.47577)  -1.1388
N (-0.23719, 1.08753, 4.07837)  0.4156
C (-0.77574, 2.02603, 5.03714)  -1.0290
C (-0.74538, 0.92277, 2.84478)  0.6740
O (-0.19492, 0.22075, 1.99919)  -0.1424
C (-2.09278, 1.55403, 2.51177)  -0.8168
O (-2.56040, 1.04634, 1.29803)  -0.2542
C (-2.57586, -0.36109, 1.19504)  -1.1183
C (-0.48029, -2.35974, 1.38747)  0.3368
O (0.69057, -2.21152, 0.98138)  -0.6058
N (-0.90504, -3.53360, 1.86211)  0.2009
C (-0.15181, -4.74150, 1.54602)  -1.0427
C (-2.29843, -3.73869, 2.19517)  -0.6742
H (1.81434, 1.02109, 4.54776)  0.3871
H (1.15741, -0.41008, 3.73348)  0.2311
H (0.78074, -0.11950, 5.44065)  0.4790
H (-0.01903, 2.23013, 5.79476)  0.3956
H (-1.66217, 1.62385, 5.53593)  0.2941
H (-1.03780, 2.96522, 4.54908)  0.3124
H (-2.00419, 2.63757, 2.38446)  -0.1946
H (-2.80330, 1.35202, 3.33247)  0.5206
H (-3.32203, -0.62462, 0.44529)  0.0924
H (-2.77750, -0.81417, 2.17144)  0.4871
H (0.82600, -4.43609, 1.17392)  0.3049
H (-0.67129, -5.29471, 0.76103)  0.3033
H (-0.03657, -5.37446, 2.42598)  0.3509
H (-2.65806, -2.95003, 2.85735)  0.2112
H (-2.40020, -4.69527, 2.70496)  0.3822
H (-2.90463, -3.74281, 1.28500)  0.1049
O (-0.55481, -3.50157, -4.50695)  -0.4879
C (-1.63054, -4.05876, -3.91032)  1.4999
C (-2.41981, -4.98176, -4.58420)  -0.7734
C (-3.53883, -5.53655, -3.98518)  -0.5737
C (-3.89865, -5.14351, -2.70456)  -1.0960
C (-3.13019, -4.21317, -2.03132)  -0.4093
C (-1.97852, -3.66064, -2.60030)  -0.1413
C (-1.19360, -2.65833, -1.87705)  0.8387
O (-1.60682, -2.16501, -0.74403)  -0.1243
N (-0.04965, -2.25096, -2.38057)  -1.8305
N (0.52554, -1.35573, -1.58803)  2.1788
C (1.76174, -0.97851, -1.85995)  -1.0655
C (2.43786, -0.21243, -0.90023)  1.0217
C (3.83800, 0.00450, -0.96771)  -1.0875
C (4.48105, 0.62599, 0.06395)  -0.5282
C (3.71554, 1.08609, 1.14528)  -1.1093
C (2.35044, 0.88863, 1.11711)  -0.2400
N (1.69689, 0.24850, 0.15377)  0.6091
H (-0.47092, -3.82596, -5.41275)  0.3701
H (-2.15099, -5.26155, -5.59735)  0.3192
H (-4.13018, -6.26069, -4.52693)  0.4229
H (-4.78279, -5.56255, -2.24492)  0.4319
H (-3.42040, -3.86889, -1.04881)  0.3236
H (2.25818, -1.35699, -2.74848)  0.4200
H (4.37407, -0.37066, -1.82586)  0.5355
H (5.55219, 0.76547, 0.05321)  0.4402
H (4.17708, 1.60134, 1.97220)  0.5244
H (1.75340, 1.29140, 1.92530)  0.4600
N (-6.76140, -0.23105, -7.14126)  -0.5706
C (-5.99526, -0.07039, -6.30143)  -0.0970
C (-5.06219, 0.11588, -5.26261)  0.3704
C (-4.27386, -0.95260, -4.82734)  -0.8890
C (-3.36370, -0.76850, -3.81485)  -0.3725
C (-3.21328, 0.47299, -3.18266)  0.6276
C (-4.02313, 1.53190, -3.61277)  0.4418
C (-4.92253, 1.35990, -4.64231)  -1.0104
C (-2.24525, 0.56076, -2.14468)  -0.2957
C (-1.38207, 0.56544, -1.27326)  -0.0446
H (-4.37392, -1.92553, -5.28448)  0.6049
H (-2.74707, -1.58861, -3.48706)  0.4230
H (-3.95615, 2.50142, -3.14643)  0.4432
H (-5.53046, 2.18957, -4.97315)  0.5031
C (3.80161, 4.25512, -0.17248)  -0.9058
C (2.94478, 5.30286, -0.82018)  1.2094
C (3.40303, 6.61347, -0.88395)  -0.8462
C (2.64078, 7.61094, -1.46362)  -0.6906
C (1.40165, 7.30011, -1.99333)  -0.9981
C (0.94199, 5.99697, -1.93316)  -0.6163
C (1.69698, 4.99150, -1.35178)  0.5611
Sb (0.77963, 2.99032, -1.27579)  -1.1616
C (0.41835, 3.02462, -3.45619)  0.4042
C (-0.81134, 2.67250, -3.98126)  0.2200
C (-1.00018, 2.48028, -5.33821)  -1.0350
C (0.07267, 2.60909, -6.19743)  -0.8856
C (1.31323, 2.93139, -5.68045)  -0.8696
C (1.50941, 3.14009, -4.32045)  1.1526
C (2.88462, 3.49028, -3.84042)  -1.1313
C (-0.67200, 4.04629, 0.04443)  0.5399
C (-0.02597, 4.45515, 1.20316)  -0.5986
C (-0.68889, 5.14857, 2.20058)  -1.0565
C (-2.03284, 5.44228, 2.05037)  -0.8709
C (-2.69234, 5.01325, 0.91468)  -0.5880
C (-2.02899, 4.31667, -0.08984)  1.0743
C (-2.79252, 3.83810, -1.27621)  -0.5102
H (4.81469, 4.62121, -0.02021)  0.4851
H (3.84352, 3.35454, -0.78305)  -0.1213
H (3.39150, 3.97309, 0.79764)  0.2200
H (4.37494, 6.85464, -0.47384)  0.3993
H (3.01383, 8.62496, -1.50042)  0.3781
H (0.79652, 8.06967, -2.45076)  0.4613
H (-0.02527, 5.75210, -2.35200)  0.3536
H (-1.63531, 2.51488, -3.31160)  -0.1653
H (-1.97547, 2.20919, -5.71470)  0.4891
H (-0.04581, 2.44071, -7.25796)  0.4130
H (2.15901, 3.01206, -6.34877)  0.4146
H (3.62117, 3.29611, -4.61737)  0.4995
H (3.14733, 2.90908, -2.95649)  -0.0984
H (2.92996, 4.54638, -3.57574)  0.2845
H (1.03163, 4.25094, 1.32051)  0.1614
H (-0.15714, 5.47555, 3.08330)  0.5054
H (-2.56402, 5.99862, 2.80967)  0.3751
H (-3.74373, 5.23260, 0.79082)  0.4109
H (-3.83122, 4.15947, -1.22834)  0.5377
H (-2.74977, 2.74768, -1.27962)  -0.2316
H (-2.34411, 4.21885, -2.19215)  0.2789

Forces on atoms 1 to 6 (eV/Å):
-1.5 0.2 6.9
0.1 -0.2 -0.1
0.4 -0.2 -0.2
-0.4 0.2 0.0
-0.7 0.2 0.0
0.6 0.2 0.1

Calculated values
**F_max**: 0.1365 hartree/bohr
**Orbital gap**: 0.192 Eh
**HOMO**: -6.244 eV

---

No. 2
# C31H27HfN10O8PS

C31H27HfN10O8PS as an isolated structure in a non-equilibrium geometry (ωB97M-V/def2-TZVPD, the Open Molecules 2025 dataset).

Each line ends with the Mulliken charge.
CARTESIAN COORDINATES (ANGSTROEM)
Hf (0.47147, 1.01818, -0.00889)  0.5297
S (5.27503, -0.09412, 5.90245)  0.2494
N (4.39450, 1.19329, 5.50904)  -0.6263
C (3.74975, 0.87680, 4.39509)  1.0326
C (2.83516, 1.74334, 3.67320)  0.2422
C (2.56380, 3.06732, 4.04957)  -0.6759
C (1.69935, 3.82711, 3.29456)  -1.0221
C (1.11835, 3.25676, 2.16552)  -0.3519
N (1.36398, 1.99428, 1.80818)  0.3381
C (2.20695, 1.23249, 2.54556)  -0.0859
C (2.46281, -0.14942, 2.07961)  0.2777
N (1.77408, -0.59696, 0.99669)  -0.1058
C (2.06133, -1.80546, 0.51369)  0.0248
C (3.03331, -2.62924, 1.07310)  -1.2700
C (3.70225, -2.20042, 2.19581)  -0.6597
C (3.39959, -0.94254, 2.73160)  0.2653
C (4.02928, -0.42071, 3.93204)  0.7872
N (4.88410, -1.08553, 4.69718)  -0.6219
H (3.04288, 3.46988, 4.93346)  0.5950
H (1.46288, 4.84860, 3.55591)  0.4964
H (0.43786, 3.81450, 1.53279)  0.6262
H (1.48756, -2.12805, -0.34509)  0.5120
H (3.24177, -3.58914, 0.62309)  0.5223
H (4.45976, -2.80884, 2.67394)  0.5894
O (-5.10632, 4.10206, 2.79000)  -0.6457
C (-5.21693, 3.41941, 1.75945)  0.2088
O (-6.07067, 3.34738, 0.86531)  -0.6591
C (-3.93987, 2.67068, 1.43612)  0.3775
C (-3.23787, 1.96499, 2.42289)  -1.0227
C (-2.06091, 1.34520, 2.10961)  -0.4499
N (-1.51129, 1.42789, 0.87582)  0.2070
C (-2.17781, 2.15751, -0.07809)  0.5391
C (-3.39029, 2.73634, 0.14385)  -0.4934
C (-1.35445, 2.30085, -1.34708)  0.1227
O (-1.70035, 1.98449, -2.44153)  -0.4874
O (-0.07393, 2.67194, -0.99622)  -0.6427
H (-3.63609, 1.94420, 3.42840)  0.5369
H (-1.51699, 0.74758, 2.83305)  0.5855
H (-3.92876, 3.25936, -0.63653)  0.6442
C (3.75920, 3.39179, -0.68141)  -1.2595
C (3.38538, 2.19919, -1.48284)  0.1024
N (2.37188, 1.37520, -1.26123)  0.1294
C (2.39037, 0.44272, -2.30115)  -0.2430
C (3.44194, 0.70407, -3.12126)  0.1650
N (4.04447, 1.80825, -2.58744)  -0.0190
C (4.06509, 0.09207, -4.33982)  0.5113
O (3.48133, -0.97086, -4.86007)  -0.5116
O (5.06854, 0.59111, -4.76296)  -0.5438
C (1.28704, -0.52504, -2.43243)  0.9450
O (1.27921, -1.44222, -3.22342)  -0.8545
O (0.31602, -0.30313, -1.56066)  0.5277
H (2.95046, 3.65269, -0.00365)  0.1756
H (3.94253, 4.24358, -1.33546)  0.4541
H (4.66676, 3.20697, -0.10481)  0.3308
H (4.86409, 2.23101, -3.00923)  0.2781
H (2.67386, -1.22885, -4.36483)  0.3899
C (-3.75473, -4.38576, -0.99901)  -0.7679
N (-2.49277, -4.09601, -1.83812)  0.0568
C (-2.94703, -3.38138, -3.13271)  -0.7378
N (-3.68642, -2.21819, -2.82083)  0.2211
C (-4.85592, -2.54432, -2.00567)  -0.9361
N (-4.47685, -3.19432, -0.74874)  0.1973
C (-3.77618, -2.27675, 0.15737)  -1.3476
P (-2.20712, -1.60865, -0.56637)  1.2230
C (-1.50522, -3.25191, -1.07897)  -1.3035
C (-2.86747, -1.15163, -2.23980)  -1.0958
H (-3.41950, -4.86157, -0.07811)  0.3741
H (-4.34459, -5.08718, -1.58921)  0.3739
H (-2.05489, -4.98174, -2.09354)  0.3409
H (-3.55800, -4.10750, -3.66911)  0.3550
H (-2.04340, -3.15376, -3.69703)  0.4108
H (-5.50567, -3.21481, -2.56900)  0.3144
H (-5.40410, -1.63133, -1.78294)  0.3925
H (-3.55948, -2.78357, 1.10026)  0.4886
H (-4.44031, -1.44322, 0.39451)  0.4476
H (-1.17913, -3.82000, -0.20660)  0.4432
H (-0.65006, -3.08525, -1.73891)  0.4969
H (-2.03095, -0.92011, -2.90110)  0.5049
H (-3.46365, -0.24159, -2.15685)  0.4799

Forces on atoms 1 to 6 (eV/Å):
-0.3 0.1 -0.4
0.0 0.0 0.0
0.0 -0.1 -0.1
-0.2 0.3 0.0
0.1 0.1 0.2
0.0 -0.1 0.1

Calculated values
**Total charge**: +2
**F_max**: 0.0244 hartree/bohr
**Orbital gap**: 0.173 Eh
**HOMO**: -11.963 eV

---

No. 3
# C7H14N2

A 2-piece molecular cluster, C7H14N2 overall in a non-equilibrium geometry (ωB97M-V/def2-TZVPD, the Open Molecules 2025 dataset).

Each line ends with the Mulliken charge.
CARTESIAN COORDINATES (ANGSTROEM)
H (-0.68949, 3.47506, -1.73100)  0.2343
N (-0.21460, 3.06346, -0.89479)  -0.6831
N (-0.25191, 1.85155, -0.80274)  0.2102
C (-0.80233, 0.99079, -1.74587)  0.5866
C (-0.59097, 1.17200, -3.05181)  -0.8662
C (-1.47116, -0.20457, -1.14736)  -0.6731
H (-0.04333, 2.02404, -3.42322)  0.3075
H (-0.89456, 0.44193, -3.78054)  0.2584
H (-1.82937, -0.87243, -1.92513)  0.3420
H (-0.76098, -0.73075, -0.51089)  -0.0611
H (-2.30948, 0.10575, -0.52521)  0.2888
C (-0.44843, -1.55268, 2.38197)  -1.2185
C (0.59140, -1.92055, 1.37100)  -0.2985
C (1.56890, -1.13907, 0.93502)  -0.0315
C (1.83222, 0.26929, 1.36158)  -0.9389
H (-0.51228, -0.47730, 2.51671)  0.3507
H (-0.21686, -2.01251, 3.34366)  0.3283
H (-1.42287, -1.92379, 2.06752)  0.3254
H (0.51400, -2.93100, 0.98873)  0.3663
H (2.24651, -1.52727, 0.18480)  0.3735
H (2.89227, 0.49451, 1.27165)  0.3492
H (1.52868, 0.43767, 2.39123)  0.3528
H (1.28465, 0.96586, 0.72468)  0.0970

Forces on atoms 1 to 6 (eV/Å):
-0.2 -0.6 -0.1
0.2 1.3 0.1
0.5 -0.2 0.9
-0.5 -0.5 -1.4
0.1 0.1 0.3
0.0 0.1 0.0

Calculated values
**SMILES**: [H]/N=N\C(=C)C.C/C=C\C
**F_max**: 0.0302 hartree/bohr
**Orbital gap**: 0.340 Eh
**HOMO**: -8.924 eV

---

No. 4
# C28H16Br2IN3O2Ru

C28H16Br2IN3O2Ru as an isolated structure (ωB97M-V/def2-TZVPD, the Open Molecules 2025 dataset).

Each line ends with the Mulliken spin population.
CARTESIAN COORDINATES (ANGSTROEM)
Ru (0.21923, -0.33569, 0.35377)  4.1527
I (1.09987, -2.34070, 2.54461)  0.1348
C (2.54778, -0.94198, 3.11781)  -0.0259
C (3.28748, -1.19130, 4.23751)  0.0095
C (4.29178, -0.27854, 4.61405)  -0.0125
C (4.52948, 0.83056, 3.85284)  0.0265
C (3.77119, 1.08604, 2.68732)  -0.0053
C (4.04174, 2.21963, 1.87632)  0.0838
C (3.33661, 2.45408, 0.73344)  -0.0068
C (2.30273, 1.56792, 0.35662)  -0.0591
C (1.97080, 0.47462, 1.13481)  0.4771
C (2.73527, 0.19570, 2.30521)  -0.1495
H (3.11742, -2.07864, 4.83149)  -0.0068
H (4.87600, -0.47326, 5.50274)  -0.0004
H (5.31005, 1.52838, 4.12827)  0.0014
H (4.83906, 2.88827, 2.17674)  0.0035
H (3.56572, 3.30659, 0.10825)  -0.0006
H (1.76496, 1.77526, -0.56719)  -0.0567
Br (-5.83713, -3.51211, 1.40359)  0.0008
C (-4.17648, -2.68462, 1.15172)  0.0026
C (-3.06585, -3.43753, 0.81245)  -0.0024
C (-1.86390, -2.77630, 0.64234)  -0.0212
N (-1.74259, -1.45559, 0.79306)  0.0706
C (-2.82535, -0.72258, 1.09335)  0.0348
C (-4.06352, -1.31010, 1.28881)  -0.0034
C (-2.61997, 0.74954, 1.15489)  0.0162
C (-3.62022, 1.63039, 1.52424)  -0.0019
C (-3.35341, 2.99134, 1.49787)  0.0115
Br (-4.68493, 4.20790, 1.99855)  0.0017
C (-2.10771, 3.44450, 1.09694)  -0.0025
C (-1.15940, 2.50008, 0.75662)  0.0086
N (-1.40313, 1.18847, 0.79356)  0.0900
H (-3.12667, -4.50691, 0.67570)  0.0007
H (-0.97197, -3.31253, 0.34515)  0.0093
H (-4.93683, -0.72371, 1.52833)  -0.0003
H (-4.59474, 1.28318, 1.83015)  -0.0008
H (-1.87424, 4.49755, 1.05106)  -0.0007
H (-0.17022, 2.79715, 0.43492)  0.0001
O (-0.09093, -2.83641, -1.86329)  0.0151
C (-0.00901, -1.75368, -2.40051)  -0.0207
N (0.09661, -0.55276, -1.70391)  0.1705
C (0.15826, 0.51877, -2.58495)  0.0195
O (0.24220, 1.67719, -2.23163)  0.0104
C (0.09534, -0.04009, -3.96812)  0.0068
C (0.12374, 0.58609, -5.19630)  -0.0030
C (0.05310, -0.22764, -6.32401)  0.0031
C (-0.04241, -1.61231, -6.21103)  0.0024
C (-0.07183, -2.23474, -4.96584)  -0.0051
C (-0.00174, -1.42010, -3.85565)  0.0208
H (0.20011, 1.66197, -5.27587)  0.0000
H (0.07442, 0.22076, -7.30826)  0.0005
H (-0.09277, -2.21265, -7.10952)  0.0005
H (-0.14402, -3.30949, -4.86906)  -0.0001

Forces on atoms 1 to 6 (eV/Å):
0.0 0.0 0.1
0.0 0.0 -0.1
0.0 0.0 0.0
0.0 0.0 0.0
0.0 0.0 0.0
0.0 0.0 0.0

Calculated values
**Total charge**: +1
**F_max**: 0.0020 hartree/bohr
**Orbital gap (alpha / beta)**: 0.258 / 0.232 Eh
**Spin multiplicity**: 6
**HOMO (alpha / beta)**: -10.671 / -11.162 eV

---

no.,M (u)
1,997.63
2,909.15
3,126.20
4,814.24